{"formula": "C3H10NO2P", "method": "wB97M-V/def2-TZVPD", "species": ["C", "N", "P", "C", "O", "O", "C", "H", "H", "H", "H", "H", "H", "H", "H", "H", "H"], "positions_angstrom": [[-1.02236, 2.15676, -0.05165], [-0.03122, 1.17031, 0.07312], [-0.62332, -0.48024, 0.29277], [-0.39702, -1.28448, -1.31588], [-2.01671, -0.43538, 0.86270], [0.38543, -1.22288, 1.30234], [1.74132, -0.95724, 1.24995], [-1.91419, 1.78831, 0.42367], [-0.72786, 3.00752, 0.36223], [-1.18535, 2.23752, -1.12963], [0.59901, 1.29907, -0.77043], [0.39996, -1.03086, -1.91450], [-0.52835, -2.30517, -1.38268], [-1.20203, -0.98734, -2.00352], [2.36143, -1.50080, 0.49102], [2.11619, -1.51748, 2.27637], [2.04506, 0.06239, 1.23415]], "mulliken_charge": [-0.9198, -0.4182, 1.0434, -1.3132, -0.7348, -0.2677, -0.7199, 0.3361, 0.3186, 0.2956, 0.2664, 0.4531, 0.4295, 0.3707, 0.2795, 0.2158, 0.3651], "relative_energy_ev": 2.496, "e_lumo_ev": 0.7, "max_force_ev_per_a": 5.47, "energy_ha": -666.90458, "orbital_gap_ev": 10.31, "molar_mass_g_mol": 123.09, "smiles": "CN[P@](C)(=O)OC"}

***

{"formula": "C2H16NO4", "method": "wB97M-V/def2-TZVPD", "species": ["C", "N", "C", "H", "H", "H", "H", "H", "H", "H", "H", "H", "H", "O", "H", "H", "O", "H", "H", "O", "H", "H", "O"], "positions_angstrom": [[1.78305, -0.28972, -0.64388], [1.36353, -0.44790, 0.72401], [0.22673, 0.59075, 1.05910], [1.11407, -0.40799, -1.53814], [2.37751, 0.67372, -0.75707], [2.60428, -0.96949, -0.79058], [2.05046, -0.26944, 1.41089], [1.06158, -1.43301, 1.05994], [0.22023, 1.40942, 0.32289], [-0.01117, 0.80029, 2.17189], [-0.72805, 0.09849, 0.84880], [-1.41791, -1.52068, -2.28456], [-1.37771, -0.40141, -3.37037], [-0.97817, -0.76753, -2.56838], [-0.74691, -2.16508, 2.01187], [-0.00877, -2.32610, 3.29937], [0.10959, -2.03716, 2.47309], [-0.12407, 3.55462, 4.85843], [-0.86083, 2.80056, 6.04912], [-0.36961, 2.75768, 5.18306], [-1.80550, -0.60087, -6.34149], [-2.52307, 0.64170, -7.00513], [-1.95926, 0.30916, -6.17287]], "mulliken_charge": [-0.9340, -0.1812, -0.7871, 0.2950, 0.3785, 0.4230, 0.3556, 0.4402, 0.3499, 0.3896, 0.2790, 0.2894, 0.3206, -0.6219, 0.3245, 0.2676, -0.6049, 0.3005, 0.3369, -0.6304, 0.3155, 0.3390, -0.6453], "relative_energy_ev": 2.767, "e_lumo_ev": -3.0, "max_force_ev_per_a": 5.86, "energy_ha": -441.20573, "orbital_gap_ev": 10.76, "total_charge": 1, "molar_mass_g_mol": 118.15}

***

{"formula": "C2H2HgO2", "method": "wB97M-V/def2-TZVPD", "species": ["C", "C", "O", "Hg", "H", "O", "H"], "positions_angstrom": [[-0.84639, 0.15654, 0.00180], [-1.01444, -1.05614, -0.06910], [2.05140, -1.26253, 0.01823], [2.12345, 0.87516, 0.09778], [-1.46530, -2.03132, 0.01870], [-0.14599, 1.26847, 0.02672], [-0.70273, 2.04982, -0.09414]], "mulliken_spin": [0.0731, -0.0293, 1.3191, 0.6677, -0.0039, -0.0225, -0.0043], "relative_energy_ev": 2.947, "e_lumo_ev": [0.2, -1.5], "max_force_ev_per_a": 3.05, "energy_ha": -381.05231, "orbital_gap_ev": [8.47, 8.24], "spin_multiplicity": 3, "molar_mass_g_mol": 258.63}

***

Question: What is the formula in the third record?
Answer: C2H2HgO2